No. 1
DFT (wB97M-V/def2-TZVPD) results for a molecular structure, C57H53N6O2PSSiTc in a non-equilibrium geometry.

* frontier orbital gap: 7.4 eV
* molar mass: 1043.2 g mol⁻¹
* total charge: +3
* HOMO level: -14.8 eV
* LUMO: -7.39 eV

Atoms and positions in Å:
Tc -0.26630 -0.71831 1.49918
N 0.19232 -1.03553 -2.09783
P -0.67519 -1.50032 -0.68888
C -0.94513 -3.27142 -1.00738
C -0.42675 -4.23615 -0.14689
C -0.69753 -5.57752 -0.36001
C -1.47441 -5.96641 -1.44212
C -1.95741 -5.01313 -2.32852
C -1.69693 -3.66961 -2.11392
C -2.28593 -0.70563 -0.94570
C -2.30621 0.67663 -1.14783
C -3.51194 1.34831 -1.25229
C -4.70672 0.64796 -1.14413
C -4.69303 -0.72175 -0.91923
C -3.48823 -1.39884 -0.80199
C 1.56853 -0.82125 -2.16922
C 2.30933 -1.29709 -3.25337
C 3.66234 -1.03715 -3.30284
C 4.26567 -0.34503 -2.25334
C 3.45860 0.11649 -1.24262
N 2.13011 -0.08473 -1.21190
H -0.15811 -1.52421 -2.91334
H 0.18778 -3.91827 0.68671
H -0.29767 -6.32200 0.31583
H -1.69347 -7.01286 -1.60487
H -2.54139 -5.31533 -3.18726
H -2.10031 -2.93139 -2.79877
H -1.37027 1.22017 -1.22345
H -3.52128 2.41786 -1.41799
H -5.65160 1.16777 -1.23074
H -5.62330 -1.26828 -0.84091
H -3.48475 -2.46221 -0.60463
H 1.82441 -1.85306 -4.04483
H 4.24941 -1.36919 -4.14828
H 5.32894 -0.15502 -2.25008
H 3.85745 0.69028 -0.41253
C -3.55789 1.63982 3.29095
C -2.17741 1.08032 3.21180
O -1.79441 0.41883 2.23077
N -1.33309 1.32260 4.21624
C 0.06645 0.92331 4.12763
C 0.79899 1.79253 3.12590
C 1.40749 2.94465 3.57494
C 2.03271 3.77752 2.65378
C 1.98345 3.43786 1.32292
C 1.30767 2.27856 0.93479
N 0.75918 1.44950 1.81936
H -4.23890 1.03068 2.70191
H -3.55196 2.64572 2.86534
H -3.91349 1.70727 4.31717
H -1.64910 1.82986 5.02723
H 0.12674 -0.13376 3.82672
H 0.52160 1.02096 5.10908
H 1.40937 3.18476 4.62898
H 2.55995 4.66335 2.98117
H 2.48205 4.03439 0.57529
H 1.33295 0.94498 -0.55104
N -0.33400 -3.31865 3.93816
C -1.48755 -3.53435 3.28463
S -1.96345 -2.47259 2.03579
N -2.24179 -4.56294 3.66108
C -3.40045 -5.12951 3.03239
C -3.45018 -6.51771 2.95997
C -4.53052 -7.14066 2.35931
C -5.57070 -6.38397 1.83967
C -5.52150 -5.00191 1.92401
C -4.44345 -4.36757 2.52444
H 0.32386 -2.69553 3.49999
H 0.01822 -3.99340 4.60083
H -1.86731 -5.14524 4.39851
H -2.64205 -7.11409 3.36785
H -4.55742 -8.21979 2.29807
H -6.42399 -6.86916 1.38641
H -6.33540 -4.40673 1.53252
H -4.43977 -3.29376 2.61868
O 1.17077 1.98362 -0.36950
Si 1.30538 3.74635 -2.00314
C 0.99716 2.70687 -3.50122
C 1.32148 3.26344 -4.74391
C 0.98971 2.60193 -5.91449
C 0.34755 1.37237 -5.86117
C 0.03177 0.80685 -4.63314
C 0.34445 1.47263 -3.46085
C 2.98030 4.52120 -1.86912
C 3.13000 5.86597 -2.23051
C 4.39078 6.43866 -2.27809
C 5.51103 5.68868 -1.94963
C 5.37142 4.35729 -1.57560
C 4.11857 3.77287 -1.54642
C -0.20741 4.56011 -1.32147
C -0.15883 5.54387 -0.32593
C -1.30526 6.22618 0.04152
C -2.51225 5.95206 -0.59056
C -2.57537 4.97902 -1.58022
C -1.43395 4.28604 -1.94345
H 1.82022 4.22478 -4.80168
H 1.22534 3.04673 -6.87149
H 0.08458 0.86190 -6.77767
H -0.48447 -0.14416 -4.58881
H 0.07366 1.03829 -2.50775
H 2.26162 6.46188 -2.48934
H 4.49883 7.47494 -2.56790
H 6.49301 6.13998 -1.98746
H 6.24392 3.77221 -1.31757
H 4.02010 2.72866 -1.26917
H 0.78043 5.79128 0.15403
H -1.25535 6.99041 0.80554
H -3.39926 6.51025 -0.32261
H -3.51104 4.78022 -2.08622
H -1.48419 3.54149 -2.72973
C 1.31655 -1.59325 1.66649
C 2.56231 -2.16987 1.98821
C 3.36747 -2.77422 1.00516
C 4.61597 -3.25960 1.33595
C 5.08564 -3.16338 2.64139
C 4.29054 -2.59422 3.63188
C 3.04173 -2.10471 3.31296
H 2.99347 -2.84496 -0.00903
H 5.23210 -3.71982 0.57545
H 6.06898 -3.53767 2.89099
H 4.65078 -2.53534 4.64979
H 2.42386 -1.64772 4.07818

Results of the Mulliken charge analysis, in e, for atoms 1 through 8:
1. Tc 0.594
2. N 0.700
3. P 1.791
4. C 1.132
5. C -0.863
6. C -0.822
7. C -0.750
8. C -0.973

No. 2
DFT (wB97M-V/def2-TZVPD) results for a molecular structure, C21H28CuN6.

* frontier orbital gap (spin up / spin down): 8.5 / 7.4 eV
* molar mass: 428.0 g mol⁻¹
* total charge: +2
* <S²>: 0.75
* 2S+1: 2
* HOMO level (spin up / spin down): -14.7 / -14.7 eV
* LUMO (spin up / spin down): -6.22 / -7.38 eV

Atoms and positions in Å:
Cu -0.09126 -0.15669 0.20955
N 1.68304 0.06153 1.55765
C 1.37477 0.71981 2.84507
C 0.31916 1.79404 2.64265
N -0.85599 1.29681 1.90951
C -1.88560 0.64706 2.72891
C -1.54754 -0.81111 2.99258
N -1.12339 -1.45321 1.73002
H 2.35029 0.62526 1.03781
H 2.15066 -0.82546 1.71799
H 1.04135 -0.04196 3.54528
H 2.26604 1.17320 3.28108
H 0.04190 2.21996 3.61131
H 0.74854 2.60385 2.04662
H -1.28521 2.09068 1.45531
H -2.05300 1.16866 3.67550
H -2.81961 0.69689 2.16357
H -0.74539 -0.91039 3.71954
H -2.41663 -1.30872 3.42400
H -0.52309 -2.24941 1.92100
H -1.93714 -1.84239 1.26592
C -2.66484 2.39622 -0.59063
C -1.25952 2.80700 -0.93326
C -0.95738 4.13645 -1.22887
C 0.33296 4.47941 -1.57131
C 1.29636 3.48175 -1.66737
C 0.91764 2.18528 -1.39233
N -0.32554 1.85458 -0.98886
C 1.80663 1.01423 -1.62999
C 2.99939 1.04512 -2.33182
C 3.63127 -0.15693 -2.61359
C 3.03387 -1.35682 -2.26059
C 1.83702 -1.31792 -1.56618
N 1.29846 -0.14756 -1.21294
C 0.96130 -2.49168 -1.29329
C 1.36413 -3.79333 -1.49436
C 0.40622 -4.79752 -1.40725
C -0.90550 -4.45296 -1.16478
C -1.23757 -3.11601 -0.94554
C -2.67176 -2.71159 -0.74324
N -0.30589 -2.15870 -0.96599
H -3.32482 2.57397 -1.44063
H -3.06639 2.97797 0.24199
H -2.71012 1.33441 -0.34923
H -1.73855 4.88422 -1.19333
H 0.58945 5.50758 -1.78905
H 2.30671 3.72072 -1.96608
H 3.41098 1.97738 -2.68914
H 4.56642 -0.15912 -3.15784
H 3.47296 -2.29691 -2.56034
H 2.39114 -4.03221 -1.73017
H 0.68410 -5.83191 -1.55960
H -1.68283 -5.20540 -1.15208
H -3.25432 -2.96926 -1.62842
H -2.76127 -1.63511 -0.59683
H -3.13263 -3.24378 0.09204

Results of the Mulliken charge analysis, in e, for atoms 1 through 8:
1. Cu 0.301
2. N -0.365
3. C -0.637
4. C -0.739
5. N 0.098
6. C -0.760
7. C -0.681
8. N -0.355

No. 3
DFT (wB97M-V/def2-TZVPD) results for a molecular structure, C31H70Ca3N3O14P2 in a non-equilibrium geometry.

* frontier orbital gap: 5.1 eV
* molar mass: 891.1 g mol⁻¹
* total charge: -1
* HOMO level: -3.2 eV
* LUMO: 1.89 eV

Atoms and positions in Å:
Ca 3.04678 -0.36497 -0.22326
Ca 1.88321 2.85662 -0.14392
Ca -0.45281 -0.85132 -1.29356
P 4.55704 1.93973 -1.04774
O 3.85990 1.67349 0.28293
O 3.76891 3.24207 -1.28158
O 4.18755 0.64519 -1.87113
O 5.98389 2.55358 -0.83026
P 0.46847 0.49239 0.70673
O 1.08384 0.84462 -0.66104
O 1.20219 1.60128 1.50011
O 1.00429 -0.94259 0.53788
O -1.06319 0.45861 0.41217
O 2.69981 -0.44426 -4.07654
C 1.80136 -1.03472 -3.29138
O 2.11368 -1.33555 -2.13943
O 0.55542 -1.02201 -3.50253
H 3.37603 -0.11844 -3.47807
C -4.62744 3.08926 3.78587
C -3.46909 2.06878 3.77896
C -3.18919 1.70538 2.30541
O -4.24465 2.24662 1.51981
C -4.64692 3.47305 2.21119
H -4.39205 3.99953 4.33732
H -5.55976 2.57482 4.01878
H -3.73342 1.19403 4.37315
H -2.51297 2.42637 4.16113
H -3.06542 0.62265 2.28378
H -2.25766 2.16807 1.97942
H -5.65034 3.75595 1.89304
H -3.96546 4.25412 1.87407
C -1.08764 -1.31554 3.54796
C -2.13948 -1.48314 4.63605
C -1.69959 -0.60657 5.81147
O -0.31157 -0.35988 5.62135
C -0.11500 -0.22119 4.15749
H -1.49576 -0.98540 2.59269
H -0.52257 -2.19138 3.22904
H -2.25313 -2.52950 4.91944
H -3.14728 -1.21913 4.31548
H -1.85998 -1.15431 6.74010
H -2.15674 0.38194 5.85577
H 0.92397 -0.42891 3.90153
H -0.25847 0.76556 3.71723
C -3.84986 1.78485 -2.65127
C -4.01171 0.77132 -3.80689
C -3.24804 -0.47918 -3.35904
O -2.25174 -0.00352 -2.47154
C -2.90171 1.03157 -1.74154
H -4.75508 2.10972 -2.13829
H -3.37052 2.66600 -3.07776
H -3.51615 1.08740 -4.72483
H -5.04725 0.53893 -4.05533
H -2.83529 -0.88454 -4.28285
H -3.98945 -1.11099 -2.86993
H -2.21845 1.77200 -1.32557
H -3.44062 0.59360 -0.90139
C 4.07724 -4.61187 1.25113
C 3.41486 -3.31251 0.80020
N 4.30326 -2.07977 0.70789
C 5.48546 -2.34241 -0.13377
C 5.19425 -2.68846 -1.58305
C 4.88744 -1.73823 2.02906
C 3.91804 -0.99007 3.00844
H 4.64276 -4.49753 2.17590
H 4.73717 -5.00813 0.47940
H 3.40783 -5.46601 1.35331
H 3.08347 -3.41857 -0.23277
H 2.51224 -3.13006 1.38337
H 6.18674 -1.51053 -0.06823
H 6.09842 -3.11818 0.32509
H 4.48308 -3.48266 -1.81014
H 4.86354 -1.77497 -2.07728
H 6.10185 -3.06756 -2.05278
H 5.72184 -1.04062 1.95670
H 5.30894 -2.59533 2.55423
H 3.06972 -1.55023 3.40174
H 3.48097 -0.16871 2.44063
H 4.38810 -0.44789 3.82892
C -0.88482 4.96797 0.86817
C -0.92936 4.17093 -0.46981
N 0.28817 4.24257 -1.30753
C 0.56678 5.70145 -1.62328
C 1.78789 5.95211 -2.56346
C 0.01350 3.25475 -2.42457
C 1.27375 2.78661 -3.18701
H -1.74789 4.62248 1.43723
H -0.80929 6.05074 0.76812
H -0.06059 4.68438 1.52263
H -1.11562 3.15915 -0.10966
H -1.76455 4.39383 -1.13380
H -0.16602 6.38914 -2.04541
H 0.89243 6.09044 -0.65853
H 2.17499 6.96329 -2.68908
H 2.60795 5.31009 -2.24190
H 1.47598 5.63747 -3.55937
H -0.55244 3.72629 -3.22798
H -0.38375 2.32888 -2.00855
H 1.94700 3.55643 -3.56414
H 1.03750 2.21070 -4.08178
H 1.97047 2.06680 -2.75741
C -1.74730 -3.94899 -3.53678
C -2.27164 -3.76049 -2.08610
N -1.32535 -3.18464 -1.10686
C 0.00387 -3.83432 -1.05529
C -0.02404 -5.32591 -0.67230
C -1.83713 -2.94597 0.19398
C -3.23866 -2.40032 0.42168
H -1.77966 -3.11552 -4.23849
H -2.38762 -4.73115 -3.94460
H -0.74542 -4.37169 -3.61206
H -3.20940 -3.20503 -2.07216
H -2.48379 -4.77381 -1.74514
H 0.52733 -3.71259 -2.00359
H 0.63863 -3.19125 -0.44566
H -0.95211 -5.80598 -0.98262
H 0.90261 -5.80920 -0.98190
H -0.15421 -5.31776 0.40987
H -1.14284 -2.48611 0.89724
H -2.03943 -3.92822 0.62101
H -3.21639 -1.76150 1.30458
H -4.03816 -3.12719 0.56506
H -3.67152 -1.79061 -0.37140

Results of the Mulliken charge analysis, in e, for atoms 1 through 8:
1. Ca 1.255
2. Ca 1.160
3. Ca 0.448
4. P 0.467
5. O -0.876
6. O -0.659
7. O -0.673
8. O -0.924

No. 4
DFT (wB97M-V/def2-TZVPD) results for 5 unconnected molecules or ions with the total composition C17H34O8S5.

* frontier orbital gap: 8.1 eV
* molar mass: 526.8 g mol⁻¹
* total charge: 0
* HOMO level: -8.6 eV
* LUMO: -0.50 eV

Atoms and positions in Å:
C 4.34237 1.30042 -0.56456
C 3.05336 1.23647 -1.36557
O 3.28940 0.89572 -2.72642
C 2.36053 2.58308 -1.36899
O 1.03449 2.53339 -1.90352
C 0.18321 1.66044 -1.33664
C -0.70989 0.97774 -2.05416
C -1.67121 0.11902 -1.32390
O -2.81584 -0.06963 -1.67365
C -1.15965 -0.48587 -0.03500
S -1.79425 -2.06946 0.34474
C -0.32464 0.24526 0.70663
C 0.13478 1.54815 0.17456
O 0.43794 2.48414 0.88417
H 4.13509 1.26343 0.50550
H 4.97320 0.44699 -0.81249
H 4.89962 2.21344 -0.77967
H 2.38700 0.49153 -0.91023
H 3.30420 -0.05834 -2.82382
H 2.35027 3.00870 -0.36610
H 2.90537 3.25432 -2.02916
H -0.76991 1.05072 -3.13423
H -0.70131 -2.46001 1.01774
H 0.02548 -0.06112 1.68331
C -1.06068 -6.32217 1.53615
S -0.08675 -5.03196 2.31592
O 0.59827 -4.29472 1.21667
C 1.14186 -6.11261 3.04929
H -1.85387 -5.83110 0.97600
H -0.42488 -6.89325 0.86021
H -1.49300 -6.96188 2.30534
H 1.61529 -6.70624 2.26748
H 0.66521 -6.75439 3.79034
H 1.87980 -5.47516 3.53212
C 4.77288 -2.60459 6.11219
S 3.40746 -3.61824 5.53387
O 2.15339 -2.92138 5.91359
C 3.64025 -4.94381 6.72635
H 4.76619 -1.68989 5.52340
H 4.62067 -2.37230 7.16578
H 5.71119 -3.13700 5.95837
H 3.56833 -4.53313 7.73302
H 4.60925 -5.41552 6.56360
H 2.84477 -5.66827 6.56367
C -2.99774 3.85466 -4.94560
S -3.09149 2.17340 -5.55830
O -1.95463 1.43892 -4.94133
C -2.59662 2.54501 -7.24505
H -3.21032 3.83280 -3.87870
H -1.99457 4.24604 -5.11227
H -3.74555 4.46895 -5.44709
H -1.61689 3.02147 -7.23043
H -3.34162 3.19418 -7.70511
H -2.54575 1.60096 -7.78332
C -5.67618 4.81572 -0.35473
S -4.00544 5.44738 -0.55181
O -3.91148 5.95251 -1.94914
C -3.19046 3.84955 -0.52838
H -6.34922 5.67008 -0.38004
H -5.89845 4.13774 -1.17835
H -5.76083 4.30512 0.60439
H -3.58171 3.22598 -1.33281
H -3.35096 3.37457 0.43985
H -2.12528 4.02407 -0.67368

Results of the Mulliken charge analysis, in e, for atoms 1 through 8:
1. C -1.467
2. C 0.907
3. O -0.584
4. C -1.060
5. O -0.475
6. C 0.609
7. C -0.742
8. C 0.101